(1)
C31H33FN6O4SV as an isolated structure. Source: OMol25; level of theory: wB97M-V/def2-TZVPD.

## Properties
Energy above the lowest of the compared OMol25 structures with the same formula, charge and spin (kJ/mol): 210.6
Highest occupied orbital energy (spin up / spin down) (eV): -11.580 / -11.617
Frontier orbital gap (spin up / spin down) (eV): 7.79 / 7.30

Geometry as ORCA input:
```
! wB97M-V def2-TZVPD RIJCOSX def2/J DEFGRID3
* xyz 1 3
H -4.44375 1.72484 -1.64026
C -0.83641 -3.46414 0.77380
H 3.83194 -0.75394 -1.68842
C 0.42371 0.48593 -2.49246
C -1.39823 -1.31470 -6.13631
C 2.40382 -0.56324 0.57541
C 2.60371 3.25205 2.47187
C 3.01244 -1.46057 -1.73311
H 3.60023 0.85547 -0.50778
C -1.27351 6.73160 0.38022
N 0.89076 -1.94865 -6.22742
C -4.84592 -1.31488 1.81260
N 0.24854 -0.20763 -4.83209
H 0.43151 4.70762 2.51715
H -0.81436 6.85427 2.47223
H 4.40827 0.13444 0.88773
N -5.40303 -1.92675 2.60857
C -0.71815 6.27120 1.56612
H -0.32793 4.20586 -1.67233
O -0.26286 -0.52207 -2.15585
H 3.44369 -2.45762 -1.84018
H 0.80268 -2.75969 -2.52054
H -1.56082 6.35703 -1.71592
H -1.21367 -2.06740 3.02000
H 3.15957 1.36621 1.11802
O 0.97688 1.15104 -1.56160
C -2.75012 -0.67481 0.75913
H 1.63455 -2.52526 -6.59764
H -0.33373 -0.62965 3.53407
H -0.00914 1.75307 -4.15574
C -4.13017 -0.54222 0.83377
C 3.45093 0.50203 0.50977
H 3.12084 0.37490 2.90842
H 1.64317 1.13842 -4.08345
H 0.32666 -2.22741 3.83284
C -0.22674 -1.62636 3.10755
C 1.66097 -0.70657 1.76643
H -1.81156 0.24950 -4.78738
C 1.27853 -1.00453 -5.30755
N -2.00838 -0.00435 -0.11880
C 2.10216 0.01527 3.00576
C -0.44810 4.79134 -0.76594
C -2.62990 0.83515 -0.95696
H -2.23951 -1.33883 1.43881
N 3.07164 3.40142 3.52253
H -2.00084 1.38937 -1.63909
H -0.02365 -3.91293 -1.48185
H 1.49021 0.89423 3.21125
C -3.99485 1.02750 -0.94818
F -2.65890 -1.49454 -6.51236
C -0.02411 5.07028 1.60260
C -0.39114 -2.19421 -6.73756
C 2.14714 -1.43957 -0.50643
H 2.04738 -0.65455 3.86386
H -1.36754 -3.46963 1.71850
C 0.59797 0.87213 -3.93811
N 0.83287 3.10025 0.46269
C 1.08615 -2.37724 -0.42748
O -0.59956 -3.04475 -7.55768
H 1.77700 3.21680 1.16095
H -1.56326 -3.32686 -0.02829
H 2.45314 -1.27123 -2.64931
H -5.84323 0.45166 0.00142
H -1.80626 7.67295 0.36435
H 1.72465 -3.98914 -1.66650
H -0.40143 -4.45590 0.64719
O 2.42230 -0.88381 -4.91943
C 0.10010 4.35142 0.42648
C -4.76968 0.32658 -0.03847
C -1.13728 5.99368 -0.78910
V 0.18846 -0.15100 -0.15657
C 0.54365 -1.57514 1.81347
S -0.11598 1.80977 1.23671
C 0.87219 -3.31177 -1.58440
H 1.10976 2.81938 -0.47530
C -1.06706 -0.38731 -5.24351
C 0.25931 -2.42812 0.71816
*
```

Results of the Mulliken charge analysis, in e, for atoms 1 through 5:
1. H 0.4947
2. C -2.4371
3. H 0.5005
4. C 1.6313
5. C 0.2635


(2)
A 2-piece molecular cluster, C31H34F3N3O2 overall in a non-equilibrium geometry. Source: OMol25; level of theory: wB97M-V/def2-TZVPD.

## Properties
Energy above the lowest of the compared OMol25 structures with the same formula, charge and spin (kJ/mol): 0.0
Highest occupied orbital energy (eV): -7.470
Frontier orbital gap (eV): 7.20

Geometry as ORCA input:
```
! wB97M-V def2-TZVPD RIJCOSX def2/J DEFGRID3
* xyz 0 1
H -7.43085 1.67827 2.12586
H -2.18860 -2.23241 -2.36380
H -1.56903 -6.81723 -0.59281
C -7.47757 0.66904 1.64283
C -1.04396 -4.77336 -0.42088
C -0.36519 -4.77315 0.91112
H -3.08517 -4.09667 -3.60587
H 0.38894 4.29460 -0.64129
C 3.21890 4.72442 -0.03164
H -8.53484 0.42295 1.46389
H 0.25377 2.39852 1.70805
F 0.76838 -3.99330 0.92418
N 1.96651 1.28129 -0.15188
C 3.98216 2.42999 -0.35897
H -0.74756 1.21324 0.59941
C 8.20871 -0.43234 0.34890
H -7.01178 -0.07042 2.30736
C 1.16893 2.95715 1.50967
C -1.65979 -5.83634 -1.06955
C -2.67155 -0.21832 -0.15653
H 5.14825 -1.48985 -0.74524
C -4.50487 1.42128 0.00944
C 5.89444 -0.93754 -0.17005
F -1.23883 -4.25841 1.85396
C 1.66789 2.74596 0.08790
H -6.96639 1.37358 -1.61848
C -1.28504 -3.43472 -0.84699
F 0.00637 -6.00989 1.34493
H 3.41703 -0.67937 1.08932
C -2.38528 -5.61651 -2.23938
H 3.83755 0.88192 1.87146
O -1.04434 -2.38764 -0.12521
H 1.94424 2.66449 2.22671
C -7.39561 1.59340 -0.62532
C 3.40589 1.01724 -0.25244
H -2.50697 2.00714 -0.22687
C 3.98925 0.25807 0.97428
H 1.16887 3.36292 -1.93336
N -6.79016 0.68792 0.35706
C 5.46537 -0.03596 0.81293
H 6.08448 1.35260 2.33790
H -5.63377 -1.70707 0.70387
C 6.41921 0.65904 1.56480
H 9.27908 -0.56856 0.15065
C -0.32330 0.40651 -0.00206
H 2.84881 5.20998 -0.93360
O 5.13811 2.71041 -0.67293
H -7.20745 2.66399 -0.38073
C 7.25988 -1.14724 -0.39860
H 0.95838 4.02014 1.62092
H 8.52671 1.04962 1.91694
H 3.67681 0.44990 -1.17411
N 2.98433 3.31259 -0.07642
C 1.03938 0.30694 -0.22909
H -2.82635 -6.46058 -2.78213
H -0.21108 2.67027 -1.02817
H -4.86242 2.44523 -0.09857
C 7.78705 0.47944 1.33600
C -1.25147 -0.52513 -0.55495
C -1.99928 -3.25051 -2.04170
C -2.52964 -4.31731 -2.71047
C -4.93108 -0.91656 0.46048
H -0.97032 -1.10164 -1.46123
C -3.59182 -1.20242 0.24208
H -8.48316 1.40935 -0.64366
C -5.42978 0.38794 0.28196
H 7.58622 -1.86293 -1.16591
C 0.68332 3.29273 -0.95501
H 4.28238 4.90256 0.04821
H 2.72142 5.15551 0.83157
C -3.15589 1.12337 -0.09969
H -3.26124 -2.22352 0.36899
H 1.39438 -0.71469 -0.44809
*
```

Results of the Mulliken charge analysis, in e, for atoms 1 through 5:
1. H 0.2699
2. H 0.2949
3. H 0.4090
4. C -0.9236
5. C -0.4106


(3)
C31H34GeMnN2S2Se as an isolated structure in a non-equilibrium geometry. Source: OMol25; level of theory: wB97M-V/def2-TZVPD.

## Properties
Energy above the lowest of the compared OMol25 structures with the same formula, charge and spin (kJ/mol): 76.1
Highest occupied orbital energy (spin up / spin down) (eV): -3.487 / -3.598
Frontier orbital gap (spin up / spin down) (eV): 5.66 / 5.77

Geometry as ORCA input:
```
! wB97M-V def2-TZVPD RIJCOSX def2/J DEFGRID3
* xyz -1 5
C 2.08390 -4.30846 0.04956
C -0.62139 3.35421 -3.31756
H -2.97181 1.26857 0.35891
C -0.18133 0.99158 -3.82060
H -2.53409 6.53577 0.00319
C 0.39469 -2.64972 -4.05951
Mn -0.50908 -0.91757 -1.68297
C -0.91292 4.05540 1.76598
C -0.99996 5.22095 -1.89321
H 0.04443 3.52872 1.73455
C -0.71820 3.02743 -0.93259
S -0.34039 2.44163 -4.75678
C 3.93748 -5.87090 -0.02182
H 0.39151 0.39092 -6.44174
C 1.41140 -3.14450 -0.45550
H -1.53729 -2.79939 4.59090
H 0.38604 -3.50895 -3.39633
C -0.91971 4.39319 -0.75579
C 3.28981 -4.74858 -0.51046
C -2.41216 5.73944 0.74344
C -0.84724 4.72246 -3.16828
H 1.42572 -2.70832 4.10833
C 0.67869 -2.81804 -5.40111
N -0.35482 1.15161 -2.55413
C 2.20014 -6.15763 1.61307
H -3.46989 0.18443 1.69394
H -1.00361 1.16423 2.23808
C 0.05996 6.10536 0.78731
C -1.04452 5.05505 0.62508
C -0.48025 0.24122 1.99870
S -2.50041 -1.69787 -2.04476
H 3.70864 -4.19097 -1.33653
H 1.33961 -2.42443 2.35076
H 0.06911 -0.38510 6.03387
C 0.83722 -2.16542 -0.88645
H -2.65677 -1.48837 4.15240
H -2.02009 -2.56683 2.89034
H -3.77622 -0.26877 -0.01590
C 3.39759 -6.58177 1.04292
Se -1.44703 -0.75248 0.56243
H -0.88753 5.38209 -4.03110
C 1.55402 -5.03646 1.12336
H -0.97740 0.84579 5.28689
C 0.11533 -0.32125 -4.41343
C -0.07490 0.23982 5.14484
N 4.62413 -8.69304 1.96306
Ge -0.25559 -0.87793 3.56551
H 0.89059 -1.86353 -7.33423
C 0.39300 -0.47207 -5.77873
C 0.67573 -1.72616 -6.28078
H 1.78022 -6.71430 2.43986
C -3.10880 0.23753 0.66834
H -2.52530 6.18293 1.73853
H -0.63312 2.34693 -0.09455
H 0.89720 -3.81301 -5.78136
C -1.77721 -2.05449 3.82491
H -1.16761 6.28770 -1.76994
C -0.58382 2.49969 -2.22352
C 4.08236 -7.76192 1.55914
H 0.50459 0.49639 1.60099
H 0.61848 -4.70346 1.56008
H -3.21961 5.01472 0.59513
H -0.03337 6.59947 1.76091
H 2.24028 -1.29834 3.39057
H 1.04790 5.63582 0.73168
H 0.78576 0.91121 5.04741
H -0.97275 4.58677 2.72143
H 0.00852 6.87389 0.00994
C 1.35388 -1.93769 3.33317
H -1.71488 3.31174 1.74652
H 4.86895 -6.20235 -0.46291
C 0.09418 -1.39460 -3.53346
*
```

Results of the Mulliken charge analysis, in e, for atoms 1 through 5:
1. C 0.3287
2. C 1.1681
3. H 0.2149
4. C 1.3599
5. H 0.3480


M (computed, g mol⁻¹): 655.65 537.63 705.27